Record 1
DFT (ωB97M-V with the def2-TZVPD basis set) results for a single C6H11N molecule in a non-equilibrium geometry.

Output
SMILES = C/C=C(N)/C=C/C
total charge = 0
energy relative to the best compared isomer or geometry (same formula, charge and spin) = 29.49 kcal per mole
E = -7889.2527 eV
HOMO energy = -0.30114 Eh
LUMO energy = 1.1 eV

Geometry as XYZ:
```
18
Properties=species:S:1:pos:R:3:forces:R:3:lowdin_charge:R:1
C 2.6362 0.8884 -0.1915 -0.1 1.1 -0.2 -0.1095
C 1.1632 0.7036 -0.4088 0.4 -1.1 -0.2 -0.1289
C 0.2356 0.6688 0.5545 0.4 -1.1 -0.1 -0.3750
N 0.5169 1.0360 1.8916 0.4 -0.6 0.3 0.0849
C -1.0891 0.0872 0.2566 -0.1 1.4 0.1 -0.0965
C -1.2980 -1.0392 -0.4084 0.1 0.2 0.5 -0.1616
C -2.6287 -1.3996 -0.9573 -0.3 -0.2 -0.4 -0.1059
H 2.9708 0.4183 0.7311 0.2 0.0 0.1 0.0641
H 2.8999 1.9540 -0.1833 0.0 -0.1 0.4 0.0776
H 3.2272 0.5100 -1.0195 -0.1 -0.4 -0.1 0.0653
H 0.9032 0.2486 -1.3576 -0.3 0.5 -0.1 0.0959
H 1.5289 1.0558 1.9886 0.0 0.6 0.0 0.0578
H 0.2730 0.2637 2.5134 -0.5 0.3 -0.1 0.0918
H -1.9154 0.7555 0.4969 -0.2 -0.2 -0.1 0.1118
H -0.4509 -1.7123 -0.4706 0.0 -0.1 -0.6 0.1098
H -3.4152 -0.7664 -0.5516 -0.1 -0.2 0.4 0.0741
H -2.8543 -2.4586 -0.8538 -0.2 0.0 0.3 0.0691
H -2.7032 -1.2138 -2.0302 0.4 0.0 -0.2 0.0751
```
Positions in Å, forces in eV/Å.

Record 2
DFT (ωB97M-V with the def2-TZVPD basis set) results for a molecular structure, C6H11N in a non-equilibrium geometry.

Output
total charge = 0
energy relative to the best compared isomer or geometry (same formula, charge and spin) = 201.29 kcal per mole
E = -7881.8026 eV
HOMO energy = -0.24934 Eh
LUMO energy = -2.1 eV

Geometry as XYZ:
```
18
Properties=species:S:1:pos:R:3:forces:R:3:lowdin_charge:R:1
C 0.6691 -0.7875 0.7173 -0.5 0.8 0.7 -0.1154
C 0.5778 0.7174 0.5517 0.7 -1.3 -3.1 -0.2145
N -0.1995 1.7553 2.7581 0.4 -0.5 -0.5 -0.0700
C -0.1692 0.4171 -1.7510 -0.7 -0.1 0.2 0.0143
C -0.1280 1.1811 -0.7124 0.1 1.3 0.4 -0.1309
C -0.6320 -1.9910 -1.6959 -0.8 -0.1 -2.4 0.0626
C -0.2079 -0.8248 -2.3314 -0.4 -1.3 0.0 -0.1785
H 1.3798 -1.2765 0.0487 0.3 -0.1 0.3 0.0758
H 0.8640 -0.9318 1.7838 0.4 -0.5 -0.2 0.0851
H -0.3183 -1.2106 0.5283 0.0 -0.1 0.0 0.0596
H 1.5527 1.2142 0.5131 0.1 -0.1 0.5 0.1175
H -0.0327 1.2301 1.5575 -0.8 1.0 2.0 0.0015
H -1.1183 1.5956 3.1793 0.1 0.1 -0.5 -0.0356
H -0.0754 2.7565 2.6351 -0.2 0.0 0.0 -0.0425
H -0.3393 2.2496 -0.7661 -0.4 0.0 0.2 0.1081
H -0.1458 -2.8943 -2.0623 -0.1 0.0 -0.3 0.0649
H -1.6966 -2.1940 -1.5676 0.2 0.5 2.1 0.0916
H 0.0199 -1.0065 -3.3861 1.7 0.2 0.4 0.1063
```
Positions in Å, forces in eV/Å.

Record 3
DFT (ωB97M-V with the def2-TZVPD basis set) results for 2 unconnected molecules or ions with the total composition C6H11N in a non-equilibrium geometry.

Output
total charge = 0
energy relative to the best compared isomer or geometry (same formula, charge and spin) = 174.10 kcal per mole
E = -7882.9816 eV
HOMO energy = -0.27874 Eh
LUMO energy = 0.8 eV

Geometry as XYZ:
```
18
Properties=species:S:1:pos:R:3:forces:R:3:lowdin_charge:R:1
C 0.1763 -0.2770 0.6906 -2.8 1.8 -0.9 -0.3507
C -0.5978 0.5619 -0.0560 5.8 -2.5 -3.2 -0.2598
C -0.2394 0.2794 -1.5595 4.9 -0.1 4.5 -0.1168
C 1.0367 -0.6836 -1.4722 -2.3 -3.8 -1.2 -0.1330
C 1.1070 -1.1770 -0.0469 3.7 15.0 -1.4 -0.1608
C -1.4918 1.6268 0.2240 3.8 5.1 -4.1 -0.0495
H -0.9630 -0.0737 2.5767 3.9 0.1 -2.6 0.1860
H 0.1315 -1.2522 2.5588 0.9 2.0 -1.7 0.1129
H 0.4278 1.0064 -1.9271 -1.4 2.3 -1.7 0.0865
H -1.0042 -0.2278 -1.9422 -3.0 -1.1 -2.8 0.0564
H 0.6658 -1.7898 -2.3286 2.0 3.5 2.4 0.2065
H 1.9577 -0.1213 -1.6168 -0.1 -0.5 -1.1 0.0900
H 0.9331 -1.9791 0.1691 -4.2 -16.4 3.1 -0.0384
H 2.0397 -1.1149 0.5703 0.3 0.7 -1.2 0.1479
H -1.5096 1.5298 1.1690 -1.0 1.0 7.3 -0.0129
H -1.3063 2.7886 -0.2401 -0.4 -3.6 1.3 0.1837
H -2.2382 1.1351 -0.1382 -6.2 -1.3 -2.4 0.0276
N 0.1314 -0.2692 2.0669 -4.0 -2.2 5.7 0.0244
```
Positions in Å, forces in eV/Å.